<i>
Computed, not measured: C4H2N2O as an isolated structure, with ωB97M-V with the def2-TZVPD basis set.

Its LUMO energy is -0.64 eV. For the HOMO-LUMO gap, the calculation gives 0.3715 hartree. Its multiplicity is 1.

Each line ends with the Löwdin charge.
Positions of all 9 atoms, in Å:
N1 1.2369 0.3446 -0.8566  0.20
C1 0.1119 0.9746 -0.4634  -0.54
O1 -0.1925 2.1271 -0.7034  0.11
C2 -0.8913 0.2778 0.3065  0.11
C3 -1.8308 -0.1927 0.9714  0.08
C4 -1.1681 -1.4161 1.2984  -0.33
N2 -0.5889 -2.3894 1.5510  0.14
H1 1.4648 -0.6226 -0.6734  0.12
H2 1.8580 0.8968 -1.4306  0.13

<ii>
Computed, not measured: C4H2N2O in the gas phase, with ωB97M-V with the def2-TZVPD basis set.

Its LUMO energy is -0.41 eV. For the HOMO-LUMO gap, the calculation gives 0.4057 hartree. Its multiplicity is 1.

Each line ends with the Löwdin charge.
Positions of all 9 atoms, in Å:
N1 0.8620 -2.4134 -0.1696  0.19
C1 0.6953 -1.2866 -0.0251  -0.18
C2 0.3407 0.1427 0.2410  -0.22
C3 0.9587 1.2378 -0.5686  -0.16
N2 1.2828 1.9084 -1.4629  0.17
C4 -1.2303 0.0581 0.2061  -0.19
O1 -1.8029 -0.6077 1.0400  0.09
H1 0.6125 0.3743 1.3343  0.18
H2 -1.7187 0.5863 -0.5953  0.13

<ii> wins, 0.0607 hartree ahead of the next structure.

<i>
Computed, not measured: a 2-piece molecular cluster, CH3OS overall, with ωB97M-V with the def2-TZVPD basis set.

Its LUMO energy is 4.02 eV. For the HOMO-LUMO gap, the calculation gives 0.2469 hartree. Its multiplicity is 1. Its total charge is -1.

Each line ends with the Löwdin charge.
Positions of all 6 atoms, in Å:
S1 -1.6828 -0.1727 -1.8092  -0.38
H1 -1.6780 -1.3484 -1.1115  -0.47
O1 1.5817 0.7806 1.6106  -0.06
C1 0.8645 0.3873 0.7226  -0.18
H2 1.1353 -0.1871 -0.1876  0.06
H3 -0.2207 0.5404 0.7753  0.03

<ii>
Computed, not measured: a 2-piece molecular cluster, CH3OS overall, with ωB97M-V with the def2-TZVPD basis set.

Its LUMO energy is 4.12 eV. For the HOMO-LUMO gap, the calculation gives 0.2473 hartree. Its multiplicity is 1. Its total charge is -1.

Each line ends with the Löwdin charge.
Positions of all 6 atoms, in Å:
S1 -0.3841 0.8919 -2.1656  -0.32
H1 -1.6184 0.7599 -1.6209  -0.48
O1 1.0644 0.4610 1.5962  -0.05
C1 0.5199 -0.4113 0.9747  -0.22
H2 0.7765 -0.5854 -0.0952  -0.01
H3 -0.3583 -1.1161 1.3107  0.09

<i> wins, 0.0077 hartree ahead of the next structure.

<i>
Computed, not measured: C2H5N3S2 in the gas phase, with ωB97M-V with the def2-TZVPD basis set.

Its LUMO energy (alpha / beta) is -1.10 / -1.62 eV. For the HOMO-LUMO gap (alpha / beta), the calculation gives 0.2573 / 0.2324 hartree. Its multiplicity is 1.

Each line ends with the Löwdin charge.
Positions of all 12 atoms, in Å:
C1 -0.1606 1.2616 0.6277  -0.35
C2 1.3402 -1.1726 0.1528  -0.01
N1 1.1890 0.9619 0.9309  0.01
N2 -0.8750 0.1671 -0.0208  -0.51
N3 1.6549 -0.2431 0.9924  -0.73
S1 2.8291 -0.3951 2.2098  0.49
S2 -2.4101 0.0510 0.4151  0.81
H1 -0.6371 1.4567 1.5279  0.07
H2 -0.1812 2.1516 -0.0270  0.14
H3 1.9372 -2.0542 0.2625  0.06
H4 0.5643 -1.1031 -0.6563  0.09
H5 -2.6762 -0.8934 -0.5560  -0.09

<ii>
Computed, not measured: C2H5N3S2 in the gas phase, with ωB97M-V with the def2-TZVPD basis set.

Its LUMO energy (alpha / beta) is -0.67 / -0.68 eV. For the HOMO-LUMO gap (alpha / beta), the calculation gives 0.2518 / 0.2516 hartree. Its multiplicity is 1.

Each line ends with the Löwdin charge.
Positions of all 12 atoms, in Å:
C1 0.1257 -0.0196 -0.1649  -0.20
C2 -1.0408 0.6654 0.0130  -0.24
N1 1.2616 0.5764 0.0452  -0.04
N2 -2.2031 0.0467 0.1216  -0.97
N3 2.4009 -0.0434 -0.1116  0.01
S1 -2.3318 -1.6276 -0.0002  0.45
S2 -3.6585 0.9535 -0.0141  0.78
H1 -0.0482 -1.0570 -0.2518  0.02
H2 -1.2629 1.6903 0.1318  0.09
H3 2.3494 -1.0211 -0.5685  0.15
H4 3.2059 0.5976 -0.3177  0.13
H5 -4.0582 0.2459 -0.9731  -0.19

<ii> wins, 0.0981 hartree ahead of the next structure.